(1)
Formula: C18H20N2O2
Source: the OMol25 dataset
Level of theory: wB97M-V/def2-TZVPD

```
42
Properties=species:S:1:pos:R:3:nbo_charge:R:1
C -0.61507 -4.99394 4.07039 -0.6538
C -0.93657 -3.62091 4.35803 -0.0476
C -1.19374 -2.84425 3.30374 -0.1654
C -1.45408 -1.35633 3.45866 -0.0699
C -1.50400 -0.81293 4.66904 -0.1950
C -0.97282 -1.58329 5.74699 -0.2319
C -0.72584 -2.82338 5.54562 -0.1555
H -0.58520 -3.78209 6.25313 0.1993
H -0.88829 -1.35568 6.66258 0.2082
H -1.44400 0.22530 4.94595 0.2209
C -1.56315 -0.55015 2.23829 0.3862
N -1.12467 -0.84849 1.04552 -0.2246
O -1.60402 -0.05781 -0.05677 -0.3665
C -1.34940 1.14588 -0.17919 0.8228
O -1.49335 1.98696 0.58002 -0.6021
C -1.37433 1.62130 -1.67947 -0.4693
C -0.10782 1.71937 -2.13665 -0.4040
H 0.52077 0.74171 -2.00987 0.1955
H 0.51807 2.21287 -1.61341 0.2132
C 0.13935 1.95583 -3.67081 -0.3765
C 1.40025 1.95336 -4.27395 -0.0656
C 2.30779 0.90485 -4.63097 -0.1792
C 3.54156 0.84158 -5.00085 -0.1975
C 4.27031 2.18293 -4.96781 -0.2176
C 3.42773 2.98683 -4.72961 -0.1793
C 2.11896 3.12658 -4.11204 -0.1734
H 1.50157 4.20890 -3.82419 0.2298
H 4.06543 4.03769 -4.57072 0.1669
H 5.20681 2.26017 -5.32853 0.2146
H 3.92863 0.04120 -5.27626 0.1913
H 1.61808 -0.22045 -4.64841 0.1760
H -0.60239 1.09312 -4.34407 0.1758
H -0.44828 2.83383 -3.84914 0.2142
H -2.08097 0.78790 -2.23221 0.2098
H -2.00044 2.51123 -1.86172 0.2198
N -2.49397 0.39174 2.56522 -0.8556
H -3.03609 0.56888 3.41085 0.4102
H -2.42691 1.49448 2.08241 0.4374
H -1.22512 -3.07435 2.17154 0.2323
H 0.55992 -5.27952 4.18705 0.2270
H -1.30255 -5.50892 4.75674 0.2341
H -0.57210 -5.12200 2.94489 0.2449
```

Properties
Highest occupied orbital energy: -9.050 eV
SMILES string: Cc1cccc(/C(N)=N/OC(=O)CCCc2ccccc2)c1
LUMO: 0.01637 Eh
Kohn-Sham gap: 0.349 Eh

***

(2)
Formula: C18H20N2O7S
Source: the OMol25 dataset
Level of theory: wB97M-V/def2-TZVPD

```
48
Properties=species:S:1:pos:R:3:nbo_charge:R:1
C 6.03333 0.80158 0.49637 -0.2487
H 6.14779 1.45670 -0.37329 0.1769
H 5.72154 1.39508 1.36206 0.1755
H 6.98817 0.32468 0.71456 0.1988
O 5.14144 -0.25282 0.23917 -0.5130
C 3.84248 0.04853 -0.09998 0.1972
C 3.35964 1.34913 -0.16481 -0.2695
C 2.05115 1.63826 -0.51078 -0.2529
C 1.18229 0.59913 -0.80600 0.1367
C 1.64781 -0.70904 -0.74218 -0.3035
C 2.95923 -1.00983 -0.39390 0.3460
O 3.22832 -2.34427 -0.38131 -0.5091
C 4.50526 -2.84150 -0.05232 -0.2397
H 4.79852 -2.56798 0.96325 0.1817
H 5.26816 -2.49645 -0.75329 0.1812
H 4.41128 -3.92520 -0.12301 0.1878
H 0.98426 -1.53251 -0.95801 0.2421
N -0.15758 0.78826 -1.17738 -0.6197
C -0.86317 1.93158 -1.14392 0.6649
O -0.45914 3.02576 -0.81015 -0.6168
C -2.31887 1.78867 -1.61349 -0.1778
H -2.43316 2.36377 -2.53943 0.2166
H -2.98191 2.22480 -0.85815 0.2381
O -2.68396 0.43573 -1.85928 -0.5108
C -3.90771 0.04399 -1.51835 0.7955
O -4.75559 0.76252 -1.06599 -0.5770
C -4.06266 -1.45671 -1.73546 -0.3282
N -3.92708 -2.08080 -0.43321 -0.8551
S -2.38696 -2.02782 0.25240 2.2940
O -2.29345 -3.17335 1.10444 -0.9217
O -1.40219 -1.87574 -0.79002 -0.9675
C -2.40613 -0.53237 1.22579 -0.2749
C -3.59657 0.04122 1.62486 -0.2099
C -3.56097 1.23221 2.33350 -0.2106
C -2.34516 1.82359 2.63953 -0.1805
C -1.15656 1.21795 2.26353 -0.1973
C -1.18597 0.02761 1.55591 -0.2153
H -0.27804 -0.46965 1.25372 0.2427
H -0.20985 1.67308 2.50835 0.2295
H -2.32354 2.75913 3.17743 0.2212
H -4.48459 1.69994 2.63742 0.2238
H -4.53151 -0.42908 1.36791 0.2475
H -4.28037 -3.02483 -0.39033 0.4196
H -5.06087 -1.65999 -2.12601 0.2377
H -3.29005 -1.80005 -2.43397 0.2224
H -0.65696 -0.07637 -1.37712 0.4484
H 1.71405 2.65919 -0.54762 0.2535
H 4.01587 2.17427 0.05856 0.2200
```

Properties
Highest occupied orbital energy: -7.781 eV
SMILES string: COc1ccc(NC(=O)COC(=O)CNS(=O)(=O)c2ccccc2)cc1OC
LUMO: 0.01491 Eh
Kohn-Sham gap: 0.301 Eh

***

(3)
Formula: C18H20N3
Source: the OMol25 dataset
Level of theory: wB97M-V/def2-TZVPD

```
41
Properties=species:S:1:pos:R:3:nbo_charge:R:1
C -0.00447 -4.01343 -1.02606 -0.4200
N 0.05256 -2.55802 -0.85871 -0.3665
C -1.15286 -1.87688 -0.81214 0.3030
C -2.36536 -2.58048 -0.97249 -0.2930
C -3.57728 -1.90016 -1.01915 -0.1271
C -3.60915 -0.50244 -0.88119 -0.2315
C -2.41885 0.20609 -0.71169 -0.1211
C -1.15806 -0.43469 -0.64237 -0.1803
C 0.03519 0.29637 -0.42612 0.0765
C 1.24557 -0.42076 -0.63722 -0.1830
C 1.25721 -1.87037 -0.81316 0.3085
C 2.48508 -2.55058 -0.98741 -0.2840
C 3.69247 -1.85196 -1.04218 -0.1265
C 3.69793 -0.45704 -0.90933 -0.2326
C 2.50269 0.23322 -0.72989 -0.1175
H 0.98277 -4.46936 -0.93944 0.2287
H -0.63644 -4.45159 -0.24036 0.2241
H -0.43106 -4.30245 -2.00126 0.2234
H -2.36864 -3.66380 -1.15002 0.2364
H -4.49854 -2.45115 -1.21038 0.2363
H -4.55326 0.03829 -0.94371 0.2355
H -2.42209 1.28603 -0.59094 0.2245
H 0.02327 1.37114 -0.64916 0.2715
H 2.52814 -3.62530 -1.17816 0.2275
H 4.61686 -2.39242 -1.23964 0.2362
H 4.64178 0.08409 -0.99234 0.2352
H 2.50833 1.31944 -0.62178 0.2164
C 0.61004 4.11352 0.02235 -0.6681
C 0.17609 3.13486 1.06833 0.5020
N -0.12311 1.86093 0.97595 -0.5568
C -0.65031 1.43696 2.27138 -0.2383
C -0.46600 2.61838 3.20745 -0.2333
N -0.01859 3.62058 2.30162 -0.5748
H 1.12265 4.94329 0.51722 0.2381
H 1.28097 3.59519 -0.66704 0.2379
H -0.29579 4.48862 -0.47779 0.2557
H -1.72782 1.21667 2.20819 0.2042
H -0.08403 0.56948 2.61329 0.2104
H -1.38151 2.92649 3.68870 0.2082
H 0.28589 2.44221 3.96327 0.2007
H 0.19776 4.57105 2.53339 0.4134
```

Properties
Highest occupied orbital energy: -11.096 eV
LUMO: -0.14712 Eh
Charge: +1
Kohn-Sham gap: 0.261 Eh

***

(4)
Formula: C18H20N3O2
Source: the OMol25 dataset
Level of theory: wB97M-V/def2-TZVPD

```
43
Properties=species:S:1:pos:R:3:nbo_charge:R:1
C -4.94976 -0.03922 1.14863 -0.3901
N -3.88471 0.90208 1.43134 -0.4433
C -4.27323 2.27326 1.74540 -0.4045
C -2.55903 0.62984 1.16597 0.1711
C -1.68892 1.64240 0.69003 -0.3031
C -0.33640 1.37376 0.41316 -0.1191
C 0.20349 0.12605 0.78227 -0.0714
C 1.68624 -0.21542 0.43134 -0.1676
C 2.65168 0.81913 0.81708 -0.5588
C 4.00377 0.51292 1.00167 0.3286
N 5.11384 0.25634 1.28553 -0.4885
C 2.40049 2.18640 1.01134 0.3383
N 2.22759 3.33049 1.24099 -0.5083
C -0.62450 -0.85053 1.32787 -0.1835
C -1.99340 -0.64892 1.39600 -0.2773
H -4.54282 -1.04330 1.02663 0.2113
H -5.65858 0.00799 1.98181 0.1854
H -5.45539 0.28034 0.22742 0.1729
H -3.50530 2.78404 2.37086 0.2193
H -4.43811 2.86603 0.81738 0.1723
H -5.22957 2.22937 2.29717 0.1911
H -2.07095 2.64754 0.49579 0.2075
H 0.26846 2.15826 -0.09489 0.2439
H 1.98434 -1.17859 0.87377 0.2240
H -0.17750 -1.76265 1.70224 0.2147
H -2.63735 -1.47135 1.69479 0.1958
C 0.96855 -2.40327 -0.87879 -0.6298
C 1.84102 -1.14877 -0.93356 -0.2604
C 3.38758 -1.62710 -0.91462 0.6513
C 4.36570 -0.96813 -1.82923 -0.7487
O 3.71468 -2.41742 -0.04828 -0.5591
C 1.42687 -0.14802 -2.03773 0.5991
C 0.15215 -0.32040 -2.78318 -0.7303
O 2.07524 0.87146 -2.16803 -0.5758
H -0.09236 -2.14690 -0.81259 0.2195
H 1.11949 -3.04319 -1.75722 0.2070
H 1.19035 -3.01485 0.00331 0.2290
H 4.09728 0.05733 -2.08744 0.2718
H 5.33484 -0.97005 -1.32636 0.2547
H 4.43791 -1.58090 -2.73257 0.2180
H -0.17032 -1.33945 -2.95255 0.2130
H -0.65481 0.21638 -2.27910 0.2493
H 0.29145 0.16708 -3.74365 0.2309
```

Properties
Highest occupied orbital energy: -3.176 eV
LUMO: 0.09352 Eh
Charge: -1
Kohn-Sham gap: 0.210 Eh

***

(5)
Formula: C18H20N3O2Pd
Source: the OMol25 dataset
Level of theory: wB97M-V/def2-TZVPD

```
44
Properties=species:S:1:pos:R:3:lowdin_spin:R:1
Pd -0.29582 1.03806 -0.36171 1.2304
O 3.47907 -2.92055 -1.75097 0.0040
C 4.24266 -2.10341 -0.99707 0.0114
C 5.56273 -2.44961 -0.70556 -0.0005
C 6.36372 -1.61468 0.04131 0.0115
C 5.87273 -0.39940 0.52289 0.0022
C 4.57623 -0.05269 0.24245 0.0045
C 3.72670 -0.88861 -0.51151 0.0072
C 2.37305 -0.38992 -0.71336 0.0401
O 2.01766 0.74107 -0.40936 0.1102
N 1.42102 -1.31036 -1.33417 0.4257
N 0.25586 -0.75378 -1.36649 0.1082
C -0.72700 -1.44921 -1.92355 0.2981
C -2.00573 -0.79169 -2.06774 0.0159
C -3.09437 -1.46093 -2.61031 0.0757
C -4.29418 -0.77518 -2.75826 -0.0003
C -4.35616 0.54843 -2.36924 0.0750
C -3.22051 1.15080 -1.82666 0.0174
N -2.07527 0.50615 -1.67513 0.1121
H 4.00225 -3.68802 -2.00990 0.0000
H 5.95380 -3.38747 -1.08214 -0.0003
H 7.38333 -1.90908 0.25142 0.0006
H 6.50258 0.25533 1.10695 -0.0001
H 4.16794 0.88052 0.60441 0.0003
H -0.55686 -2.46248 -2.26735 0.0101
H -2.99789 -2.49507 -2.90984 0.0028
H -5.16019 -1.27098 -3.17371 -0.0015
H -5.26601 1.12173 -2.47331 0.0038
H -3.24239 2.18377 -1.50387 0.0004
C -3.11875 0.66609 2.03167 0.0513
C -1.85468 1.51785 2.24127 0.1494
C -2.04611 2.89561 1.58529 0.0481
C -1.61663 1.70481 3.74681 0.0340
C -0.67604 0.81208 1.65059 1.0294
H -3.99157 1.17368 2.44800 0.0078
H -3.02137 -0.30144 2.52484 0.0023
H -3.30288 0.48691 0.96948 0.0028
H -3.04790 3.28442 1.77593 0.0040
H -1.91762 2.85750 0.49358 0.0142
H -1.32217 3.61740 1.96390 0.0013
H -2.45299 2.24067 4.20062 0.0069
H -0.70719 2.27760 3.92867 0.0029
H -1.52394 0.74086 4.24853 0.0007
H -0.00915 0.17321 2.22260 0.0800
```

Properties
Highest occupied orbital energy (alpha / beta): -10.320 / -11.640 eV
LUMO (alpha / beta): -0.15224 / -0.21814 Eh
Charge: +1
Kohn-Sham gap (alpha / beta): 0.227 / 0.210 Eh
2S+1: 5

***

(6)
Formula: C18H20N4O3
Source: the OMol25 dataset
Level of theory: wB97M-V/def2-TZVPD

```
45
Properties=species:S:1:pos:R:3:nbo_charge:R:1
C -0.50049 4.14463 -3.28259 -0.2504
H 0.43169 3.87548 -3.79244 0.1693
O -0.30698 5.23977 -2.41892 -0.5283
C 0.72953 5.07338 -1.48886 -0.0853
C 0.41064 4.07252 -0.37586 -0.1125
H 1.01687 4.27530 0.51184 0.2073
H -0.64735 4.13514 -0.09918 0.2005
O 0.70178 2.74921 -0.83682 -0.5146
C 0.62386 1.77287 0.06625 0.8211
O 0.28832 1.91979 1.20621 -0.5619
C 1.03271 0.44198 -0.57740 -0.4548
C 2.48008 0.46207 -0.64057 0.3043
N 3.61785 0.50417 -0.72292 -0.2893
C 0.56470 -0.74769 0.23547 0.1762
N 1.42446 -1.18616 1.10470 -0.3625
C 1.14574 -2.29938 1.81566 0.1440
C 2.05230 -2.77406 2.77778 -0.1928
C 1.78021 -3.94153 3.43866 -0.2253
C 0.61105 -4.66713 3.15798 -0.1915
C -0.28895 -4.22522 2.22652 -0.2026
C -0.04550 -3.01930 1.54222 0.1229
N -0.94246 -2.54691 0.65690 -0.4558
C -0.70037 -1.40423 0.03632 0.3802
N -1.66833 -0.99349 -0.82243 -0.4134
C -2.85332 -1.83196 -0.95077 -0.2077
C -3.80146 -1.00985 -1.81325 -0.4129
H -4.84300 -1.27455 -1.64820 0.2222
C -3.47488 0.41526 -1.37793 -0.4041
C -1.95353 0.37208 -1.22261 -0.2125
H -1.60523 1.08869 -0.47664 0.2049
H -1.47791 0.59582 -2.18774 0.1814
H -3.79265 1.16819 -2.09635 0.2191
H -3.94227 0.62756 -0.41589 0.2078
H -3.56764 -1.14325 -2.87015 0.2026
H -2.57478 -2.78964 -1.39360 0.2154
H -3.27710 -2.03143 0.03980 0.2030
H -1.19533 -4.76769 2.00668 0.2213
H 0.42416 -5.58767 3.69196 0.2145
H 2.46763 -4.31697 4.18211 0.2159
H 2.94484 -2.19921 2.96842 0.2282
H 0.65690 0.40949 -1.60407 0.2778
H 0.87535 6.05911 -1.04227 0.2025
H 1.65666 4.75762 -1.98870 0.1786
H -0.87632 3.26590 -2.74812 0.1628
H -1.23863 4.46318 -4.01619 0.1943
```

Properties
Highest occupied orbital energy: -8.161 eV
SMILES string: COCCOC(=O)[C@@H](C#N)c1nc2ccccc2nc1N1CCCC1
LUMO: 0.00060 Eh
Kohn-Sham gap: 0.301 Eh